Entry 1:
The following is a quantum chemistry calculation of C7H11NO3 as an isolated structure, from the Open Molecules 2025 dataset.

Each line ends with the Mulliken charge.
Element x y z (Å)
C: -3.11887 -0.32561 0.08922  -1.180
C: -1.58452 -0.51440 0.01411  0.950
C: -0.87448 1.70787 -0.34836  -0.911
C: 0.54364 2.27764 -0.52352  -0.771
C: 1.22325 1.61797 0.62546  -0.922
C: 0.63348 0.11758 0.58036  -0.114
C: 1.65099 -0.93255 -0.08933  0.490
H: -3.65242 -0.42829 1.07075  0.278
H: -3.29839 0.72325 -0.22697  0.334
H: -3.57049 -1.01411 -0.52026  0.370
H: -1.46264 1.73461 -1.23457  0.547
H: -1.36814 2.26353 0.38768  0.392
H: 0.70032 3.30626 -0.40636  0.429
H: 0.95218 1.79496 -1.34665  0.337
H: 0.75758 1.69204 1.54121  0.439
H: 2.26593 1.88252 0.65954  0.348
H: 0.50671 -0.41852 1.67120  0.280
H: 0.07550 -1.90201 -0.13953  0.505
N: -0.60418 0.36831 -0.01570  0.046
O: -1.20696 -1.70805 0.03131  -0.673
O: 1.08455 -2.07378 -0.32282  -0.601
O: 2.80768 -0.70610 -0.13772  -0.571

Summary:
* HOMO level: -9.14 eV
* F_max: 4.77 eV Å⁻¹
* energy relative to the best compared isomer or geometry (same formula, charge and spin): 187.85 kJ/mol

Entry 2:
The following is a quantum chemistry calculation of C14H25BNO3PS4SbTi as an isolated structure, from the Open Molecules 2025 dataset.

Each line ends with the Mulliken charge.
Element x y z (Å)
Ti: 0.84546 -0.46618 -0.43036  0.498
S: 3.85346 -3.26468 2.16624  -0.737
Sb: 2.11446 -1.75078 1.87434  -0.327
S: 2.99386 0.02462 0.52464  -0.683
S: -1.26984 -1.55908 0.41324  -0.741
O: 0.37406 1.25582 -0.82696  -0.416
N: -0.37824 0.60122 -1.76526  0.598
C: -1.73924 0.88192 -1.81076  -0.265
C: -2.41344 0.98092 -2.99236  -1.113
C: -1.75614 0.81512 -4.21516  -0.292
C: -0.39594 0.48692 -4.18136  -0.501
C: 0.27126 0.36032 -2.98806  0.033
S: 1.91176 -0.10558 -2.80806  -0.581
H: -2.23094 1.03102 -0.85996  0.477
H: -3.47214 1.20662 -2.96476  0.378
H: -2.27744 0.92392 -5.15676  0.356
H: 0.16146 0.31472 -5.09076  0.385
C: -1.40554 3.14732 0.89654  -1.895
C: -1.54704 2.10402 2.01414  2.348
C: -2.48874 2.66392 3.08404  -2.076
O: -2.13884 0.93182 1.45694  -0.486
B: -1.13974 -0.02788 1.25304  0.242
O: 0.03546 0.37252 1.87784  0.889
C: -0.15394 1.60342 2.55474  1.295
C: -0.16804 1.27212 4.05424  -2.138
C: 1.03746 2.50512 2.23434  -1.835
H: -2.36514 3.25072 0.39474  0.490
H: -0.67164 2.80762 0.16714  0.234
H: -1.11144 4.11082 1.30924  0.384
H: -3.39744 3.01512 2.59654  0.486
H: -2.01994 3.50262 3.59794  0.332
H: -2.76464 1.89442 3.79914  0.360
H: -0.98004 0.58142 4.27584  0.353
H: -0.26344 2.17062 4.66024  0.382
H: 0.76816 0.76852 4.29614  0.511
H: 1.21076 2.52072 1.15924  0.256
H: 1.93116 2.07542 2.68664  0.420
H: 0.88696 3.51672 2.60554  0.361
C: 3.11876 -3.11978 -1.70216  -1.200
P: 1.40516 -2.76258 -1.16286  0.683
C: 0.41376 -3.20978 -2.66256  -1.161
C: 1.09616 -4.28828 -0.17916  -1.250
H: 3.19756 -4.14488 -2.07256  0.380
H: 3.76796 -3.00128 -0.82816  0.248
H: 3.41736 -2.40088 -2.46856  0.298
H: 0.70486 -4.18528 -3.06546  0.459
H: 0.54926 -2.43788 -3.42286  0.233
H: -0.63574 -3.23548 -2.35196  0.295
H: 1.04456 -5.15728 -0.83926  0.398
H: 0.15506 -4.16628 0.36274  0.291
H: 1.91856 -4.41448 0.53064  0.343

Summary:
* HOMO level (spin up / spin down): 0.11 / -1.05 eV
* net charge: -2
* 2S+1: 4
* F_max: 3.07 eV Å⁻¹
* energy relative to the best compared isomer or geometry (same formula, charge and spin): 119.93 kJ/mol

Entry 3:
The following is a quantum chemistry calculation of an isolated ion of composition C9H12BrN2O2 and charge +1, from the Open Molecules 2025 dataset.

Each line ends with the Mulliken charge.
Element x y z (Å)
C: -2.29765 -1.82921 0.00456  -0.568
C: -0.98222 -2.29646 0.01916  0.134
C: 0.38409 -0.66002 0.15317  -0.100
C: -2.60073 -0.53156 0.21971  0.067
C: 1.78574 -2.57101 0.66440  -0.591
C: 1.56402 -1.08324 0.50487  -0.278
C: -1.62027 0.54381 0.61412  -0.649
C: -0.56920 0.60650 -1.59649  -0.819
C: 0.47569 1.72522 0.27383  -1.017
N: -0.37141 -3.41972 -0.14372  0.705
N: -0.31618 0.54453 -0.13825  0.081
O: 1.05272 -3.37455 -0.22082  -0.355
O: -0.86177 -4.51473 -0.27930  -0.631
Br: -4.40468 0.06872 0.07478  -0.084
H: -3.07885 -2.54341 -0.23045  0.503
H: 2.82048 -2.82258 0.42157  0.441
H: 1.59446 -2.85717 1.70908  0.303
H: 2.41976 -0.45076 0.70051  0.430
H: -2.09320 1.51652 0.45885  0.664
H: -1.37853 0.44590 1.67923  0.320
H: 0.37747 0.59969 -2.13459  0.384
H: -1.15359 -0.25660 -1.90690  0.425
H: -1.11536 1.51619 -1.83960  0.404
H: -0.08587 2.63564 0.07405  0.405
H: 0.70460 1.67418 1.33628  0.414
H: 1.40561 1.75702 -0.28913  0.410

Summary:
* HOMO level (spin up / spin down): -11.99 / -11.99 eV
* net charge: +1
* F_max: 6.19 eV Å⁻¹
* energy relative to the best compared isomer or geometry (same formula, charge and spin): 77.50 kJ/mol

Entry 4:
The following is a quantum chemistry calculation of C18H46FN4O14P2V as an isolated structure, from the Open Molecules 2025 dataset.

Each line ends with the Mulliken charge.
Element x y z (Å)
O: 12.80022 -23.67252 2.57962  -0.496
V: 11.94654 -24.49945 3.63150  1.257
O: 11.69903 -25.90863 2.91675  -0.582
F: 12.02992 -22.96937 5.12393  -0.940
C: 9.99454 -26.44599 7.47935  -1.193
C: 10.82963 -25.46991 6.67759  0.565
O: 10.88844 -25.61473 5.45247  -0.591
N: 11.51832 -24.50846 7.29359  0.144
C: 11.63744 -24.16038 8.72087  -1.107
H: 8.98335 -26.38746 7.07219  0.303
H: 9.90923 -26.26310 8.54871  0.406
H: 10.36040 -27.45794 7.31463  0.164
H: 11.95364 -23.84523 6.64910  0.201
H: 12.53083 -24.62892 9.13321  0.261
H: 10.77062 -24.53128 9.26019  0.446
H: 11.68773 -23.07636 8.70932  0.325
C: 8.16363 -25.10940 2.74136  -1.235
C: 9.20192 -24.24943 2.05725  0.862
O: 10.07834 -23.64943 2.68369  -0.788
N: 9.18778 -24.24808 0.72019  -0.074
C: 10.24309 -23.64737 -0.06615  -0.829
H: 8.33023 -25.09567 3.81849  0.195
H: 8.28913 -26.14442 2.43009  0.342
H: 7.16214 -24.69595 2.61885  0.440
H: 8.38467 -24.60815 0.23549  0.238
H: 9.88301 -22.91184 -0.78729  0.347
H: 10.73118 -24.43621 -0.64566  0.339
H: 11.01439 -23.19137 0.54682  0.123
C: 14.68039 -22.42266 7.55703  -0.533
C: 15.41246 -21.92273 6.32361  0.669
O: 16.57997 -21.55755 6.39608  -0.732
N: 14.68169 -21.92105 5.20191  0.114
C: 15.06175 -21.39375 3.91453  -0.968
H: 15.36789 -22.74339 8.33685  0.339
H: 14.02375 -23.25454 7.31026  -0.269
H: 14.11642 -21.58691 7.97624  0.389
H: 13.73630 -22.28948 5.28511  0.100
H: 15.72912 -22.07967 3.38359  0.208
H: 15.57670 -20.43840 3.99626  0.386
H: 14.16216 -21.31403 3.30953  0.313
C: 15.49335 -25.61823 6.24463  -1.154
C: 14.93693 -25.54205 4.85393  0.639
O: 13.73042 -25.37018 4.66565  0.736
N: 15.78670 -25.59255 3.82933  -0.024
C: 15.40902 -25.62632 2.42161  -0.623
H: 15.86555 -24.61441 6.47444  0.290
H: 16.37913 -26.25435 6.28657  0.256
H: 14.78481 -25.87890 7.02161  0.016
H: 16.75668 -25.73173 4.06057  0.288
H: 16.15536 -26.17961 1.85536  0.485
H: 15.36719 -24.63335 1.97720  -0.016
H: 14.44422 -26.13062 2.38987  -0.032
C: 13.67496 -23.17287 -1.41721  -0.877
O: 13.59047 -24.53758 -1.02943  0.236
P: 14.61858 -25.64265 -1.55865  0.653
O: 14.96099 -25.59449 -2.98438  -0.754
O: 15.86023 -25.46410 -0.54335  -0.088
C: 16.86363 -24.49859 -0.74966  -0.750
O: 13.92942 -26.99720 -1.11362  -0.423
C: 13.03150 -27.17412 -0.02108  -0.251
H: 14.43074 -22.67529 -0.81131  0.274
H: 12.68738 -22.73106 -1.37760  0.222
H: 14.02038 -23.06368 -2.45065  0.395
H: 17.81321 -24.91468 -1.07684  0.263
H: 16.96329 -23.87057 0.14019  0.262
H: 16.57996 -23.75020 -1.50317  0.329
H: 12.91758 -26.28606 0.58821  -0.053
H: 13.36428 -28.01454 0.59392  0.293
H: 12.07608 -27.55978 -0.38205  0.304
C: 16.28481 -29.07699 6.91386  -0.980
O: 14.94939 -28.78080 6.46069  0.313
P: 13.86308 -29.92431 6.57917  0.629
O: 14.16126 -31.20001 5.93413  -0.759
O: 13.60297 -30.13852 8.15694  -0.416
C: 13.52887 -28.99916 8.99990  -0.379
O: 12.52243 -29.14310 6.15604  -0.079
C: 12.27031 -28.89990 4.76476  -0.812
H: 16.96730 -28.49694 6.28363  0.243
H: 16.54074 -30.12666 6.83429  0.383
H: 16.39885 -28.55360 7.86506  0.357
H: 14.40866 -28.91405 9.64240  0.266
H: 12.64897 -29.05227 9.63750  0.299
H: 13.48974 -28.06525 8.43291  -0.024
H: 12.30646 -27.83381 4.57793  0.159
H: 11.33663 -29.35147 4.43398  0.323
H: 13.03393 -29.39870 4.15765  0.439

Summary:
* HOMO level: -9.02 eV
* F_max: 1.91 eV Å⁻¹

Entry 5:
The following is a quantum chemistry calculation of an isolated molecule of C4H7F3, from the Open Molecules 2025 dataset.

Each line ends with the Mulliken charge.
Element x y z (Å)
C: -0.69104 0.36028 1.19751  -1.487
C: 0.17829 -0.26809 0.10778  1.379
C: 1.30284 0.62088 -0.31271  -0.659
C: -0.79335 -0.75600 -0.95558  -0.679
H: -0.06676 0.37049 2.09079  0.379
H: -0.96185 1.41155 0.98428  0.365
H: -1.62926 -0.17587 1.41522  0.370
H: 0.88689 1.60417 -0.51196  0.302
H: 2.00069 0.72967 0.51991  0.320
H: -1.52675 -1.42053 -0.48555  0.353
H: -1.33956 0.11205 -1.37328  0.286
F: 0.80145 -1.37867 0.75154  -0.366
F: 1.97289 0.19917 -1.43076  -0.274
F: -0.13449 -1.40909 -1.99721  -0.288

Summary:
* HOMO level: -11.76 eV
* F_max: 1.64 eV Å⁻¹
* energy relative to the best compared isomer or geometry (same formula, charge and spin): 100.46 kJ/mol

Entry 6:
The following is a quantum chemistry calculation of a 8-piece molecular cluster, C38H98N6O13 overall, from the Open Molecules 2025 dataset.

Each line ends with the Mulliken charge.
Element x y z (Å)
C: 5.34899 -24.45325 20.55290  -1.069
C: 4.67328 -24.03952 21.81391  -0.086
O: 3.85932 -22.89080 21.63525  -0.455
H: 4.72964 -24.68927 19.68620  0.209
H: 6.00191 -25.32133 20.65778  0.402
H: 6.00802 -23.68948 20.13543  0.276
H: 5.35092 -23.84570 22.64600  0.330
H: 4.09705 -24.87998 22.20848  0.170
H: 2.91232 -22.96619 21.50246  0.225
C: 1.11734 -30.37574 18.02352  -1.018
C: 1.54558 -28.95579 17.72059  -0.104
O: 0.54394 -28.26672 17.01785  -0.407
H: 0.26978 -30.41288 18.70850  0.055
H: 1.88072 -30.88006 18.62002  0.419
H: 0.97506 -31.01716 17.15444  0.295
H: 2.50353 -28.95190 17.19697  0.427
H: 1.75064 -28.38489 18.62858  0.134
H: 0.82256 -27.80557 16.22409  0.231
C: -1.60176 -29.67579 21.19272  -0.774
O: -1.77885 -28.89016 20.01806  -0.064
C: -2.55546 -29.61868 19.05618  -1.001
C: -2.74681 -28.86442 17.76421  -0.350
N: -3.56598 -27.63360 17.96111  -0.178
C: -4.08498 -27.19115 16.68406  -0.904
C: -5.08954 -26.01354 16.81613  -0.264
O: -5.58814 -25.73621 15.46984  -0.417
C: -6.58451 -24.75658 15.41295  -0.853
H: -1.34576 -30.71372 20.97724  0.450
H: -2.46075 -29.66225 21.86688  0.292
H: -0.82696 -29.13867 21.74037  0.074
H: -3.55803 -29.89397 19.38941  0.273
H: -2.04299 -30.52822 18.73307  0.526
H: -3.21173 -29.57519 17.08062  0.598
H: -1.80312 -28.50132 17.35302  0.020
H: -2.94320 -26.94536 18.36342  -0.074
H: -4.74380 -28.00004 16.36449  0.392
H: -3.33938 -26.95907 15.92141  0.502
H: -4.73516 -25.13702 17.36293  -0.166
H: -5.92650 -26.31754 17.44908  0.624
H: -7.49584 -24.96298 15.97687  0.339
H: -6.84556 -24.61044 14.36416  0.298
H: -6.21317 -23.77296 15.71109  0.256
C: 1.70318 -22.68842 19.02746  -1.523
O: 0.68296 -23.53005 19.42477  0.391
C: 0.51732 -24.68385 18.55132  -1.062
C: -0.59064 -25.61973 19.02048  -0.059
N: -1.90084 -25.02699 18.97935  1.070
C: -2.54583 -25.27575 20.29340  1.509
C: -3.82434 -24.42036 20.38783  -0.937
O: -3.43756 -23.04758 20.33214  -0.240
C: -2.65673 -22.63547 21.46494  0.527
H: 1.63473 -22.46054 17.96076  0.504
H: 2.70597 -23.09911 19.17178  0.286
H: 1.68271 -21.77347 19.62043  0.333
H: 1.50172 -25.15386 18.49858  0.558
H: 0.32229 -24.32812 17.53740  0.083
H: -0.40571 -26.10357 19.98149  0.029
H: -0.43471 -26.46758 18.34744  -0.042
H: -1.81990 -24.02200 18.90417  0.124
H: -1.87961 -24.90284 21.07168  -1.359
H: -2.80856 -26.31703 20.48122  0.013
H: -4.46454 -24.64322 21.24302  0.094
H: -4.40857 -24.63852 19.49315  0.142
H: -2.56403 -23.33364 22.29471  0.154
H: -3.13926 -21.69136 21.72590  -0.689
H: -1.69241 -22.21953 21.16476  0.110
C: -4.25319 -26.62413 23.65307  -0.789
O: -2.92916 -26.14062 23.73657  -0.343
C: -1.99415 -27.10255 23.26839  0.639
C: -0.55976 -26.58182 23.39543  -1.076
N: -0.38275 -25.26836 22.80567  0.546
C: 0.75197 -24.52490 23.24789  -0.610
C: 0.68818 -23.06344 23.00966  -0.613
O: -0.28500 -22.30978 23.78382  -0.395
C: -0.37031 -20.89037 23.54554  -0.670
H: -4.55141 -26.61897 22.60025  0.233
H: -5.00622 -25.99325 24.12227  0.274
H: -4.28766 -27.68164 23.92079  0.321
H: -2.12391 -27.31365 22.20404  -0.854
H: -2.16691 -28.05520 23.77280  0.733
H: 0.15447 -27.19085 22.83754  0.441
H: -0.28604 -26.61873 24.45331  0.363
H: -1.23307 -24.72418 22.86318  -0.097
H: 1.48641 -24.92349 22.54383  0.284
H: 0.96388 -24.68136 24.30862  0.245
H: 0.52084 -22.87755 21.94542  -0.014
H: 1.65847 -22.63058 23.26312  0.928
H: 0.62440 -20.47471 23.71814  0.332
H: -1.06083 -20.42145 24.24480  0.190
H: -0.69436 -20.61306 22.54093  0.248
C: -2.76165 -22.10347 16.81138  -0.589
O: -2.87156 -22.77168 15.55098  -0.412
C: -1.99126 -23.85226 15.36140  0.185
C: -2.16965 -24.30285 13.87343  -0.894
N: -3.22226 -25.36179 13.86384  0.227
C: -3.92765 -25.62576 12.62481  -0.572
C: -3.03412 -25.96130 11.43252  -0.796
O: -2.63915 -24.87383 10.58046  -0.315
C: -2.16213 -25.26533 9.29236  -0.773
H: -3.32288 -22.61317 17.59536  0.127
H: -3.20856 -21.11122 16.74340  0.401
H: -1.73389 -21.93923 17.14253  0.210
H: -2.10751 -24.58393 16.16365  -0.293
H: -0.96986 -23.47933 15.48240  0.508
H: -1.21803 -24.65633 13.47608  0.406
H: -2.46770 -23.43185 13.28689  0.292
H: -3.92966 -25.20591 14.57136  -0.200
H: -4.55894 -24.77507 12.34751  0.384
H: -4.65934 -26.42128 12.76861  0.444
H: -3.50657 -26.73660 10.82743  0.461
H: -2.10337 -26.32075 11.87769  0.326
H: -1.68916 -24.37460 8.87949  0.248
H: -2.96915 -25.62122 8.65117  0.293
H: -1.34892 -25.98953 9.37207  0.326
C: -5.90314 -20.84196 19.82538  -0.534
O: -6.48422 -20.45335 21.07963  -0.419
C: -5.98655 -19.21340 21.54195  -0.757
C: -4.62245 -19.19356 22.24770  -0.571
N: -4.72510 -19.80094 23.55208  -0.015
C: -5.47500 -19.15556 24.63603  -0.779
C: -5.31311 -19.93975 25.95085  -0.488
O: -6.23654 -21.03718 26.04930  -0.301
C: -6.06430 -21.64538 27.33244  -0.771
H: -6.35886 -21.81706 19.65930  0.187
H: -4.81506 -20.88486 19.86353  0.159
H: -6.26938 -20.11318 19.10022  0.443
H: -6.79136 -18.69334 22.06269  0.460
H: -5.89346 -18.57270 20.65860  0.417
H: -4.34415 -18.14631 22.37833  0.446
H: -3.83689 -19.71258 21.69900  0.032
H: -5.29932 -20.62386 23.40901  0.157
H: -6.51057 -19.06310 24.30188  0.403
H: -5.05308 -18.15742 24.76475  0.398
H: -5.67684 -19.23162 26.69902  0.385
H: -4.24338 -20.13692 26.02620  0.283
H: -5.10552 -22.09467 27.59412  0.297
H: -6.84882 -22.38885 27.47389  0.270
H: -6.28165 -20.91771 28.11842  0.325
C: 4.79200 -20.12107 19.06609  -1.288
C: 3.69982 -19.64310 18.10520  0.982
C: 3.58093 -18.10213 18.03141  -1.024
O: 4.75706 -17.44271 17.55152  -0.311
C: 4.61397 -16.06540 17.60673  -0.757
N: 4.14357 -20.22541 16.84680  -0.739
H: 4.79215 -19.53654 19.98835  0.369
H: 5.75015 -20.00816 18.56000  0.322
H: 4.66548 -21.14518 19.41678  0.214
H: 2.73999 -20.04588 18.42920  0.033
H: 3.35741 -17.70559 19.02486  0.382
H: 2.67199 -17.90154 17.45820  0.423
H: 5.64268 -15.70347 17.59393  0.255
H: 4.21093 -15.70129 18.55441  0.323
H: 4.00553 -15.71576 16.77107  0.285
H: 4.91472 -19.64943 16.53705  0.275
H: 3.36247 -20.21115 16.20421  0.276

Summary:
* HOMO level: -7.96 eV
* F_max: 2.51 eV Å⁻¹
* energy relative to the best compared isomer or geometry (same formula, charge and spin): 68.66 kJ/mol